Entry 1:
C6H8N2S | ωB97M-V/def2-TZVPD

```
17
Properties=species:S:1:pos:R:3:forces:R:3
S -0.2330 -2.2999 2.0674 0.31 0.61 -0.46
N 1.6531 -3.7676 -0.6882 -1.56 1.66 -0.93
N -0.1534 -0.7267 -0.9322 0.57 -3.12 -1.60
C 0.9014 -2.9567 -1.0864 1.22 -0.79 0.90
C 0.8468 0.2113 2.5814 1.90 -0.65 0.13
C 0.3865 -0.3282 0.2765 -0.99 -0.54 -1.56
C 0.3751 -0.8114 1.5674 0.34 -1.59 0.54
C 0.0354 -1.9348 -1.5665 -1.58 0.47 -0.41
C -1.0861 0.2341 -1.6075 -0.26 -2.99 2.06
H -1.5351 0.5953 -0.7499 -1.61 1.32 1.22
H -0.6126 -2.1635 -2.5053 1.34 0.57 1.98
H 0.4913 0.6900 0.2083 0.40 2.50 0.05
H 0.9660 1.2008 2.1315 0.35 -0.16 0.11
H -1.8224 -0.1770 -2.2654 -0.15 -0.96 -0.16
H -0.6325 0.9719 -2.0951 2.40 2.96 -1.93
H 1.7805 -0.1020 3.2026 -1.57 0.46 -1.37
H 0.0449 0.2660 3.2494 -1.10 0.27 1.42
```
Positions in Å, forces in eV/Å.

Output
* electronic energy: -740.9894 hartree
* HOMO (spin up / spin down): -8.2 / -7.8 eV
* frontier orbital gap (spin up / spin down): 7.1893 / 6.2560 eV
* energy relative to the best compared isomer or geometry (same formula, charge and spin): 85.2 kcal/mol

=====

Entry 2:
C2H4Ca2O3Rb | ωB97M-V/def2-TZVPD

```
12
Properties=species:S:1:pos:R:3:forces:R:3
Rb -1.0174 -3.9339 -3.4897 -0.25 -0.74 -0.89
Ca -0.9810 -2.0009 -0.0316 0.14 1.88 1.90
Ca 0.8690 0.3240 -2.4501 0.13 0.18 2.01
O 0.4940 0.5464 -0.1086 0.72 -0.37 -2.75
O -1.0684 -0.0333 1.2891 -0.46 -1.55 -0.67
O 0.2733 -1.8533 -1.8725 0.06 -0.49 -0.36
C 0.1256 1.9111 1.7881 -0.14 2.07 0.02
C -0.1674 0.7731 0.9581 -1.05 -1.17 0.47
H -0.0172 2.7751 1.1391 0.68 0.28 -0.36
H -0.6192 2.1847 2.5355 0.33 -0.99 0.48
H 1.1664 1.8722 2.1094 -0.14 0.24 0.24
H 0.9422 -2.5654 -1.8666 -0.01 0.66 -0.11
```
Positions in Å, forces in eV/Å.

Output
* electronic energy: -1682.7845 hartree
* HOMO: -19.9 eV
* frontier orbital gap: 8.0730 eV
* net charge: +3

=====

Entry 3:
C3H12NO | ωB97M-V/def2-TZVPD

```
17
Properties=species:S:1:pos:R:3:forces:R:3
O 2.4418 0.1880 -2.4538 0.53 -0.14 -0.06
N 0.0369 -0.0536 -1.2821 0.26 0.15 -0.25
C 0.0146 0.1379 0.1957 -0.01 0.04 0.19
C -1.2617 -0.3875 0.8247 0.08 -0.07 1.30
C -1.3151 0.0342 2.3193 1.63 0.03 -0.94
H -2.1352 0.0630 0.3584 -0.05 -0.46 -0.41
H 0.9004 -0.3503 0.5855 0.05 -0.16 0.18
H -0.5881 0.6398 -1.7316 -0.23 0.13 -0.23
H -1.0231 1.0874 2.3131 -0.74 0.19 0.54
H -1.2267 -1.4776 0.8103 -0.55 0.00 -0.52
H 3.0667 -0.3912 -1.9877 -0.06 -0.21 0.03
H -2.2304 -0.2202 2.8339 -0.26 0.29 -0.07
H 0.9916 0.0595 -1.7417 -0.49 0.18 0.54
H -0.4839 -0.4423 2.8436 -0.09 -0.22 0.12
H 0.1014 1.1964 0.4281 0.16 0.15 -0.35
H 2.9942 0.9168 -2.7666 -0.13 0.29 -0.12
H -0.2835 -1.0002 -1.5489 -0.09 -0.20 0.05
```
Positions in Å, forces in eV/Å.

Output
* electronic energy: -251.3674 hartree
* HOMO (spin up / spin down): -3.0 / -12.3 eV
* frontier orbital gap (spin up / spin down): 3.9361 / 13.0333 eV
* energy relative to the best compared isomer or geometry (same formula, charge and spin): 8.2 kcal/mol
* spin multiplicity: 2

=====

Entry 4:
C5H12O | ωB97M-V/def2-TZVPD

```
18
Properties=species:S:1:pos:R:3:forces:R:3
O 0.6874 0.0753 -0.5246 0.00 0.01 -0.07
C -2.5195 -1.4686 0.6423 -0.06 0.00 0.04
C 1.6534 0.9129 0.0709 0.21 0.18 0.13
C -1.3167 -1.2145 -0.2631 0.03 0.01 -0.04
C 2.6501 1.3610 -0.9881 0.02 0.00 -0.04
C -0.3735 -0.2002 0.3564 -0.24 -0.05 0.17
H -1.6431 -0.8437 -1.2414 0.04 -0.03 0.12
H 3.6328 1.5666 -0.5527 -0.17 0.02 -0.01
H 2.1611 0.3693 0.8853 -0.07 0.03 -0.13
H -0.9174 0.7333 0.5846 0.04 -0.11 -0.01
H -0.7668 -2.1460 -0.4419 -0.07 0.12 0.02
H 2.7701 0.5705 -1.7326 0.02 0.02 0.11
H -2.1996 -1.8332 1.6260 -0.07 0.03 -0.15
H 0.0117 -0.5891 1.3163 -0.01 0.05 -0.14
H 2.3100 2.2608 -1.5067 0.00 -0.12 0.03
H 1.1536 1.7830 0.5300 0.11 -0.12 -0.06
H -3.0963 -0.5497 0.8026 0.10 -0.13 -0.03
H -3.1967 -2.2119 0.2104 0.12 0.09 0.07
```
Positions in Å, forces in eV/Å.

Output
* electronic energy: -272.9277 hartree
* HOMO: -9.7 eV
* SMILES: CCCOCC
* frontier orbital gap: 10.9437 eV
* energy relative to the best compared isomer or geometry (same formula, charge and spin): 13.1 kcal/mol

=====

Entry 5:
C10H22ClLuO4P2 | ωB97M-V/def2-TZVPD

```
40
Properties=species:S:1:pos:R:3:forces:R:3
Lu -0.9549 -0.0097 -0.1477 -0.87 0.07 0.59
Cl -1.5103 0.1745 -4.2510 -0.10 -0.05 0.40
P 0.1334 -2.5242 0.0099 -0.89 -2.38 0.07
P -0.0995 2.5585 -0.3559 -1.14 2.15 -0.36
O 1.0843 0.4495 -4.0386 -1.83 -0.54 -1.26
O -1.6709 0.4358 4.0319 1.13 0.13 -2.71
O -1.6632 0.2165 1.7409 0.76 -0.22 -0.94
O 2.1928 0.2392 1.2566 -3.84 -0.46 -2.43
C 0.3111 -0.1315 -6.2834 0.17 0.01 0.01
C 1.0680 3.6832 0.4513 0.80 -0.55 0.41
C 1.1930 0.1333 0.6795 4.88 0.57 2.95
C -1.1170 0.5117 2.9563 -0.64 -0.06 1.96
C 0.2081 0.1910 -4.8302 1.90 0.44 1.10
C -0.1799 3.1907 -2.0599 0.32 -0.60 -0.38
C 0.1182 -3.4558 -1.5622 0.17 0.64 -0.49
C 1.3741 -3.4420 0.9668 0.80 0.70 0.33
C -1.6779 3.2678 0.2742 0.02 -0.41 0.27
C -1.3771 -3.2398 0.7878 -0.07 0.48 0.10
H 1.3414 -3.1259 2.0192 0.06 -0.15 -0.26
H 2.0822 3.4741 0.0815 -0.20 0.23 0.17
H -0.7114 -3.0832 -2.1795 0.18 -0.25 0.00
H 2.3742 -3.2204 0.5693 -0.17 -0.20 0.19
H -0.0017 -4.5342 -1.3895 0.04 0.36 0.07
H -1.4554 -2.9029 1.8315 -0.10 -0.15 -0.28
H 1.0504 3.5069 1.5370 0.06 0.16 -0.28
H 0.7974 4.7313 0.2423 -0.01 -0.49 -0.02
H 1.3595 -0.1562 -6.5785 -0.05 0.06 0.12
H -1.2945 -4.3358 0.7502 -0.13 0.35 0.00
H -0.0504 0.8292 2.8107 -0.53 -0.02 0.57
H -0.2133 0.6335 -6.8647 -0.05 -0.17 0.09
H -1.6939 4.3400 0.0309 -0.08 -0.34 0.05
H -0.9906 2.6659 -2.5835 0.16 0.26 -0.04
H -1.7346 3.1283 1.3622 -0.15 0.10 -0.29
H -2.2717 -2.9189 0.2353 -0.01 -0.23 0.20
H 0.7620 2.9386 -2.5634 -0.24 0.21 -0.08
H -0.1417 -1.1072 -6.4796 -0.10 0.18 0.01
H 1.0570 -3.2608 -2.0983 -0.25 -0.17 0.03
H -0.3586 4.2753 -2.0730 0.08 -0.36 0.08
H 1.1790 -4.5250 0.9050 -0.07 0.48 -0.11
H -2.5350 2.7697 -0.2019 0.00 0.25 0.17
```
Positions in Å, forces in eV/Å.

Output
* electronic energy: -3073.0911 hartree
* HOMO: -16.4 eV
* frontier orbital gap: 8.1542 eV
* net charge: +2

=====

Entry 6:
C51H32Cl4FMoN6O2 | ωB97M-V/def2-TZVPD

```
97
Properties=species:S:1:pos:R:3:forces:R:3
Mo 0.1792 -0.6488 0.5525 -1.01 -0.71 0.83
Cl -4.2011 4.4463 7.4155 -0.05 0.07 0.05
Cl -7.2557 -6.4715 0.1087 -0.10 -0.05 -0.02
Cl -3.7882 6.0100 -1.9243 -0.07 0.04 -0.01
Cl 1.6072 -4.1722 -8.0670 0.02 -0.02 -0.09
F 0.8379 -1.9642 1.8099 0.09 0.21 -0.51
O 8.5835 1.0744 -0.2420 0.03 0.07 0.05
O 5.3776 -0.2330 -1.5242 -0.06 0.05 0.07
N -0.4399 -2.1995 -0.5664 -0.91 -1.84 -1.07
N -1.5900 -0.9136 1.7000 0.18 0.06 0.10
N 0.3004 0.7935 1.8234 0.16 1.91 1.35
N 6.3770 1.6870 -0.8442 0.17 -0.02 -0.12
N 2.1295 0.1692 0.7660 1.48 0.41 -0.14
N 0.5335 0.3062 -1.2864 0.24 0.27 -0.30
C -2.8730 -1.0514 3.6011 -0.40 -0.71 -0.10
C -5.8700 -4.3224 0.9736 -0.17 -0.05 0.04
C 1.6570 1.2602 1.5921 0.04 0.46 0.12
C 3.6656 2.6189 -0.3989 -0.10 -0.28 -0.07
C 1.0428 -2.3157 -4.0091 -0.12 -0.01 -0.10
C -0.6741 -4.4545 -0.7942 0.10 -0.10 0.05
C -2.3900 5.0915 -1.5000 0.16 -0.09 0.07
C -1.4582 2.8823 4.9910 -0.04 -0.24 -0.08
C 1.4571 0.4862 -3.3825 -0.03 0.00 0.09
C -2.2945 -2.1148 1.7082 -0.03 -0.79 -0.80
C 1.3984 -3.4393 -6.5186 -0.03 0.09 0.15
C -0.0247 4.7245 -1.6554 0.08 -0.01 0.02
C -4.6810 -5.8596 -0.4167 -0.07 -0.06 -0.03
C -3.0467 -2.2084 2.9136 -0.18 0.46 0.62
C 1.1161 1.5816 3.7878 0.40 0.04 0.15
C -2.0905 3.6959 5.9090 -0.05 0.10 0.08
C 1.4398 2.6104 0.9126 0.03 -0.10 -0.24
C -3.4714 1.6387 4.6854 0.11 0.02 -0.11
C -2.2736 -3.1350 0.7410 0.04 0.65 0.80
C 1.0508 1.5610 -1.4676 0.00 -0.05 -0.06
C -0.0851 1.1852 3.0398 -0.38 -0.41 -0.41
C -4.7252 -3.5625 1.1020 0.18 0.02 -0.12
C 0.7299 -1.7622 -2.6638 -0.03 -0.06 0.29
C -1.1478 5.4669 -1.9871 -0.07 0.08 -0.05
C -0.1348 3.6116 -0.8353 0.01 0.11 0.15
C 1.0205 2.7047 -0.5077 -0.11 -0.31 -0.14
C 0.0659 -2.1675 -4.9936 0.09 -0.02 0.04
C 0.2389 -2.6310 -1.7062 0.21 -0.02 -0.09
C -3.4145 3.4563 6.2464 0.09 -0.11 -0.17
C -5.8439 -5.5023 0.2483 0.24 0.16 -0.01
C 0.2361 -2.7313 -6.2453 0.00 -0.02 -0.05
C -1.4082 0.9385 3.4231 0.12 -0.24 -0.29
C -3.4873 -3.9626 0.5583 -0.26 -0.27 -0.09
C -1.9820 -0.2348 2.8488 0.50 0.34 -0.08
C 2.3957 3.2584 -0.0459 -0.04 0.11 0.14
C -4.1146 2.4492 5.6013 -0.06 0.05 0.07
C 2.1867 1.4934 2.9868 -0.21 -0.09 -0.05
C -1.3908 3.2462 -0.3535 0.09 0.05 -0.01
C 4.0124 1.3153 -0.3546 0.50 0.35 0.06
C 7.7116 1.3275 -1.3074 -0.16 0.01 -0.04
C 0.8328 -0.3776 -2.4751 -0.05 -0.04 -0.19
C 1.5885 1.7055 -2.7424 0.00 -0.05 0.00
C -3.5414 -5.0936 -0.2787 0.09 0.11 0.21
C 3.1602 0.2034 0.0021 -0.41 -0.36 0.26
C -2.1055 1.7826 4.4028 -0.13 0.20 0.28
C 5.3214 0.8464 -0.9621 0.07 0.02 0.09
C -2.5168 3.9820 -0.6756 -0.04 -0.06 0.00
C 2.3910 -3.5657 -5.5600 0.08 -0.05 -0.04
C 2.2089 -3.0090 -4.3030 0.01 0.08 0.11
C -1.1381 -3.2916 -0.1163 0.35 0.45 -0.59
C 0.1547 -4.0419 -1.7964 -0.12 0.02 -0.01
H -3.5491 -3.0920 3.2676 -0.01 0.00 -0.05
H -1.4884 2.3660 0.2729 0.00 0.02 0.05
H 6.3236 2.4824 -0.2306 -0.09 -0.01 0.06
H -0.5284 -2.6318 -7.0033 0.02 0.00 -0.01
H -4.0633 0.9127 4.1494 -0.02 0.07 0.05
H 1.8064 0.2094 -4.3636 -0.03 0.01 0.00
H 0.9249 3.2889 1.5820 -0.03 0.02 -0.02
H 1.1328 1.7624 4.8508 -0.01 0.08 -0.03
H 2.9858 -3.1074 -3.5546 -0.01 -0.02 0.01
H -4.6694 -6.7299 -1.0582 -0.02 -0.01 0.02
H 8.3845 0.2156 0.1438 -0.01 -0.07 -0.04
H -4.8210 -2.6113 1.5968 -0.03 0.04 -0.01
H 3.4239 -0.7321 -0.4853 -0.10 0.04 -0.16
H -1.5678 4.5340 6.3493 0.00 -0.02 0.02
H 4.4012 3.2993 -0.8145 0.00 -0.01 -0.03
H -2.6940 -5.3798 -0.8705 0.00 -0.08 0.04
H -0.8363 -1.6131 -4.7665 -0.02 -0.03 -0.02
H 2.0456 2.6031 -3.1288 -0.04 0.02 0.00
H 3.3025 -4.0978 -5.7951 -0.02 -0.02 -0.01
H -3.2302 -0.8379 4.5923 0.08 -0.05 -0.01
H -6.7965 -3.9833 1.4167 0.00 -0.01 -0.01
H 3.2296 1.6204 3.2335 -0.03 0.09 0.06
H 7.5943 0.4740 -1.9720 0.00 0.00 -0.02
H 2.4539 4.3380 0.0096 -0.04 -0.01 0.01
H -1.0667 6.3344 -2.6276 0.01 0.00 0.01
H -0.4495 3.1366 4.7050 0.01 0.03 0.06
H 0.9401 5.0204 -2.0509 0.01 -0.01 0.01
H 8.1302 2.1683 -1.8563 0.04 -0.01 0.03
H 0.6526 -4.6475 -2.5360 -0.02 -0.01 0.01
H -0.8685 -5.4733 -0.5077 -0.09 0.04 -0.08
H -5.1682 2.3107 5.8016 0.01 0.01 0.02
H -3.4848 3.6871 -0.2940 -0.03 0.06 -0.04
```
Positions in Å, forces in eV/Å.

Output
* electronic energy: -4450.2948 hartree
* HOMO (spin up / spin down): -9.5 / -9.6 eV
* frontier orbital gap (spin up / spin down): 5.3114 / 5.0235 eV
* energy relative to the best compared isomer or geometry (same formula, charge and spin): 30.4 kcal/mol
* net charge: +1
* spin multiplicity: 3